DFT (ωB97M-V with the def2-TZVPD basis set) results for one molecule with the formula C20H23N3O2 in a non-equilibrium geometry.

Last columns: bonded neighbours and bond lengths (Å).
Atoms and positions in Å:
1 C -0.8309 -5.3718 -1.8419  O2 1.410, H26 1.094, H27 1.094, H28 1.089
2 O 0.1178 -5.6359 -0.8333  C1 1.410, C3 1.355
3 C 0.3831 -4.6296 0.0338  O2 1.355, C4 1.399, N24 1.347
4 C -0.0771 -3.3227 0.2290  C3 1.399, C5 1.407, C22 1.440
5 C -0.9998 -2.4482 -0.3747  C4 1.407, C6 1.365, H29 1.080
6 C -1.1638 -1.2005 0.1548  C5 1.365, C7 1.418, H30 1.081
7 C -0.4224 -0.7615 1.2809  C6 1.418, C8 1.491, C21 1.372
8 C -0.5930 0.6168 1.8244  C7 1.491, O9 1.217, N10 1.355
9 O 0.3361 1.2625 2.2730  C8 1.217
10 N -1.8657 1.0829 1.8089  C8 1.355, C11 1.442, H31 1.007
11 C -2.1985 2.4402 2.1666  N10 1.442, C12 1.534, H32 1.091, H33 1.095
12 C -2.5667 3.2867 0.9420  C11 1.534, C13 1.529, H34 1.091, H35 1.094
13 C -1.4962 3.2630 -0.1492  C12 1.529, C14 1.533, H36 1.093, H37 1.093
14 C -0.1721 3.9076 0.2770  C13 1.533, C15 1.501, H38 1.090, H39 1.092
15 C 0.8387 3.7530 -0.8221  C14 1.501, C16 1.390, C20 1.388
16 C 1.6452 2.6221 -0.8653  C15 1.390, C17 1.383, H40 1.081
17 C 2.5473 2.4408 -1.8979  C16 1.383, C18 1.385, H41 1.081
18 C 2.6542 3.3885 -2.9022  C17 1.385, C19 1.384, H42 1.081
19 C 1.8558 4.5186 -2.8667  C18 1.384, C20 1.384, H43 1.081
20 C 0.9523 4.6972 -1.8337  C15 1.388, C19 1.384, H44 1.082
21 C 0.5083 -1.5777 1.8726  C7 1.372, C22 1.402, H45 1.078
22 C 0.6844 -2.8731 1.3653  C4 1.440, C21 1.402, N23 1.333
23 N 1.5088 -3.8278 1.7962  C22 1.333, N24 1.332
24 N 1.3087 -4.8635 0.9834  C3 1.347, N23 1.332, C25 1.434
25 C 2.0416 -6.0842 1.1560  N24 1.434, H46 1.091, H47 1.091, H48 1.087
26 H -1.8109 -5.1446 -1.4127  C1 1.094
27 H -0.5085 -4.5450 -2.4810  C1 1.094
28 H -0.8956 -6.2842 -2.4324  C1 1.089
29 H -1.5688 -2.7450 -1.2430  C5 1.080
30 H -1.8513 -0.5173 -0.3244  C6 1.081
31 H -2.5968 0.5104 1.4192  N10 1.007
32 H -1.3204 2.8511 2.6675  C11 1.091
33 H -3.0352 2.4347 2.8734  C11 1.095
34 H -2.7354 4.3130 1.2728  C12 1.091
35 H -3.5050 2.9127 0.5219  C12 1.094
36 H -1.2989 2.2291 -0.4431  C13 1.093
37 H -1.8781 3.7853 -1.0302  C13 1.093
38 H 0.2032 3.4108 1.1714  C14 1.090
39 H -0.3370 4.9639 0.5003  C14 1.092
40 H 1.5686 1.8882 -0.0757  C16 1.081
41 H 3.1713 1.5587 -1.9182  C17 1.081
42 H 3.3602 3.2488 -3.7082  C18 1.081
43 H 1.9379 5.2636 -3.6455  C19 1.081
44 H 0.3318 5.5827 -1.8093  C20 1.082
45 H 1.0893 -1.2337 2.7126  C21 1.078
46 H 1.3577 -6.9095 1.3597  C25 1.091
47 H 2.6079 -6.3138 0.2524  C25 1.091
48 H 2.7175 -5.9432 1.9957  C25 1.087

Computed properties:
**Kohn-Sham gap**: 0.3068 Ha
**Max |F|**: 0.0224 hartree/bohr
**E_LUMO**: 0.6 eV
**Relative energy (zero: lowest compared OMol25 entry of this formula, charge and spin)**: 179.9 kJ/mol
**HOMO energy**: -7.7622 eV
**E**: -1090.66896 Eh
**Spin multiplicity**: 1

The computed Mulliken charges, all in e, follow:
1. C -0.86
2. O -0.51
3. C 0.03
4. C 1.44
5. C -1.12
6. C -0.92
7. C 1.20
8. C 0.41
9. O -0.68
10. N -0.13
11. C -0.89
12. C -0.72
13. C -0.33
14. C -0.69
15. C -0.02
16. C -0.15
17. C -0.69
18. C -0.39
19. C -0.55
20. C -0.38
21. C -0.66
22. C -0.28
23. N -1.19
24. N 0.79
25. C -0.77
26. H 0.33
27. H 0.33
28. H 0.24
29. H 0.38
30. H 0.31
31. H 0.23
32. H 0.39
33. H 0.38
34. H 0.37
35. H 0.36
36. H 0.18
37. H 0.47
38. H 0.27
39. H 0.49
40. H 0.38
41. H 0.40
42. H 0.37
43. H 0.37
44. H 0.38
45. H 0.54
46. H 0.28
47. H 0.29
48. H 0.31